# 1
48
Properties=species:S:1:pos:R:3:mulliken_charge:R:1 method="wB97M-V/def2-TZVPD" relative_energy_kj_mol=0.0 total_energy_ev=-31025.876 largest_force_ev_per_a=0.9 orbital_gap_ev=9.0
H 2.16738 -2.78356 2.15642 0.33
N 1.48047 -2.05054 2.26604 -0.83
C 1.22270 -1.36648 1.23283 0.69
N 1.65993 -1.57057 -0.05380 -0.18
C 2.41211 -2.76592 -0.38198 -1.27
C 3.92397 -2.55885 -0.19025 -0.68
C 4.26362 -1.07784 -0.39001 -0.43
C 3.36016 -0.48031 -1.46529 -0.84
C 1.89515 -0.48376 -0.99263 -0.57
N 0.33150 -0.28236 1.40572 0.32
C 0.38251 0.45188 2.66648 -1.16
C 1.12382 1.78144 2.53904 -0.69
C 2.62476 1.60943 2.32362 0.38
C 3.33754 2.95276 2.23073 -1.53
C -0.69441 -0.02391 0.56789 0.48
N -1.39836 1.06657 0.76439 -0.31
C -2.41779 1.35644 -0.05585 0.83
C -3.13735 2.61544 0.27975 -1.39
C -2.72744 0.56235 -1.14688 -0.40
N -3.75135 0.91581 -2.07868 0.87
O -3.58434 0.61886 -3.24021 -0.54
O -4.72217 1.51676 -1.65469 -0.58
C -2.00926 -0.67410 -1.38491 0.32
O -2.19743 -1.51063 -2.23228 -0.65
N -0.99830 -0.88940 -0.42849 -0.09
H 2.04339 -3.60205 0.21598 0.62
H 2.19657 -2.99010 -1.43091 0.43
H 4.45951 -3.17251 -0.91514 0.41
H 4.23654 -2.87352 0.80649 0.28
H 4.11611 -0.53668 0.54728 0.14
H 5.31054 -0.96818 -0.67234 0.45
H 3.46263 -1.06515 -2.38057 0.42
H 3.65998 0.54312 -1.69085 0.40
H 1.65971 0.46168 -0.50054 0.50
H 1.22977 -0.58833 -1.85921 0.16
H -0.64424 0.63993 2.98196 0.43
H 0.87614 -0.20507 3.38314 0.55
H 0.68756 2.34931 1.71584 0.33
H 0.95841 2.34570 3.45803 0.43
H 2.80000 1.04865 1.40416 -0.33
H 3.04224 1.02916 3.14948 0.31
H 4.40420 2.81165 2.07298 0.40
H 2.94243 3.53841 1.40347 0.34
H 3.19892 3.52095 3.14737 0.38
H -2.57510 3.15143 1.03858 0.35
H -3.27958 3.24029 -0.59882 0.44
H -4.12853 2.37741 0.66178 0.25
H -0.48932 -1.76157 -0.52248 0.21

***

# 2
56
Properties=species:S:1:pos:R:3:mulliken_charge:R:1 method="wB97M-V/def2-TZVPD" relative_energy_kj_mol=128.8 multiplicity=5 charge=+2 total_energy_ev=-53753.172 largest_force_ev_per_a=4.8 orbital_gap_ev="5.8 / 7.9"
P -0.70352 -1.14376 -5.55162 1.23
P 0.14628 1.91853 -4.12480 1.50
C -1.09736 0.46298 -6.30169 -1.00
C -0.02537 1.50306 -5.94732 -1.26
H -2.11236 0.76200 -6.01072 0.42
H -1.10227 0.27085 -7.39189 0.57
H 0.95894 1.18018 -6.32299 0.50
H -0.27648 2.44307 -6.45669 0.71
C -1.25201 3.01824 -3.85852 -1.92
H -1.30244 3.38783 -2.80887 0.98
H -2.18646 2.53007 -4.16986 0.46
H -1.06081 3.89426 -4.48386 0.47
C 1.58561 3.00611 -4.28239 -1.56
H 1.36644 3.74907 -5.06153 0.49
H 2.50947 2.48617 -4.56611 0.48
H 1.73496 3.52394 -3.33428 0.51
C -2.09672 -2.27371 -5.45027 -1.34
H -1.84555 -3.12799 -4.79639 0.40
H -2.32920 -2.64234 -6.46402 0.46
H -2.96108 -1.73940 -5.03164 0.47
C 0.48475 -1.79538 -6.76719 -1.50
H 1.26014 -1.06426 -7.03866 0.50
H -0.07072 -2.00680 -7.69495 0.53
H 0.98498 -2.71384 -6.44956 0.45
Pd -1.46127 1.66970 -1.57080 -0.10
C 0.80382 0.16471 -3.52656 0.43
C -0.36524 -0.79029 -3.87416 -0.08
C -0.67407 -1.76980 -2.71481 -0.42
C 0.46970 -2.70725 -2.45984 -0.64
C 1.10595 -2.98531 -3.78392 -0.32
C 2.33324 -2.56806 -4.23513 -1.10
C 2.79815 -1.14887 -4.49026 -0.67
C 2.28665 -0.11964 -3.50204 -1.15
C -0.53255 0.36870 -0.20709 -1.17
H 0.55837 0.40154 -2.45260 -0.81
H -1.27217 -0.12244 -3.71046 0.40
H -1.59573 -2.32914 -2.91544 0.71
H -0.89395 -1.11482 -1.85148 -0.33
H 1.13940 -2.25928 -1.67562 0.18
H 0.11105 -3.63643 -1.97372 0.55
H 0.51036 -3.65137 -4.41482 0.67
H 3.03135 -3.31820 -4.54600 0.47
H 2.54926 -0.80048 -5.52257 0.12
H 3.90905 -1.10582 -4.45407 0.62
H 2.54353 -0.42931 -2.48340 0.48
H 2.82658 0.82336 -3.61799 0.56
H -0.37424 0.96961 0.70018 0.49
H 0.43111 -0.08437 -0.49854 0.26
H -1.25865 -0.42646 0.01358 0.33
F -1.99633 4.29344 -0.86445 -0.28
C -1.44136 3.21134 -0.19318 0.39
F -0.17792 3.53850 0.21201 -0.28
C -2.34629 2.90050 1.00394 0.83
F -2.52170 4.05490 1.67703 -0.23
F -3.57039 2.47092 0.61750 -0.25
F -1.85206 2.01074 1.88504 -0.22

***

# 3
23
Properties=species:S:1:pos:R:3:mulliken_charge:R:1 method="wB97M-V/def2-TZVPD" relative_energy_kj_mol=215.4 charge=+2 total_energy_ev=-14300.803 largest_force_ev_per_a=4.0 orbital_gap_ev=6.2
C 1.74888 1.20976 -0.11785 0.47
C 1.95956 -1.19847 0.11172 0.55
C -3.33191 -0.37661 -1.11196 -0.27
C -0.02128 -0.21798 -0.88831 -0.38
C -3.33396 0.36225 1.15611 -0.77
N -2.69440 0.08847 -0.11722 -0.17
N 2.54417 0.04834 0.17322 -0.13
N 0.46192 0.99765 -0.53437 0.03
N 0.68978 -1.24719 -0.44477 0.01
N 2.40098 2.40663 0.05584 -0.31
N 2.58431 -2.27718 0.48502 -0.24
H -4.38335 -0.51858 -1.20459 0.28
H -2.82330 -0.71495 -2.04083 0.21
H -4.40823 0.41530 0.84319 0.31
H -2.96677 1.44001 1.45358 0.22
H -3.02563 -0.40573 1.84360 0.29
H 3.51583 0.01237 0.30916 0.24
H -0.10397 1.76226 -0.93825 0.35
H 0.32630 -2.16161 -0.67267 0.29
H 3.35246 2.43879 0.39497 0.25
H 1.80219 3.26163 0.04301 0.29
H 3.51750 -2.16124 0.87330 0.24
H 2.18893 -3.16392 0.32808 0.24